(1)
39
Properties=species:S:1:pos:R:3 method="wB97M-V/def2-TZVPD" max_force_ha_per_bohr=0.0281 total_charge=-1 total_energy_ha=-974.1132 e_above_lowest_ev=0.0000 homo_energy_ha=-0.2376 lumo_ev=2.90 homo_lumo_gap_ev=9.36
C -0.6739 1.1318 2.7485
C -0.8167 0.2517 1.5504
N -0.1685 0.5647 0.4322
C 0.7436 1.7104 0.3141
C 1.5251 1.6666 -1.0119
O 0.9779 2.5250 -1.9744
O -1.5674 -0.7518 1.5828
H -0.9042 2.1765 2.5403
H 0.3678 1.1074 3.0820
H -1.3078 0.7748 3.5534
H -0.3248 0.0402 -0.4406
H 0.1883 2.6529 0.3500
H 1.4087 1.6969 1.1837
H 2.5513 2.0224 -0.8539
H 1.5595 0.6220 -1.3605
H 0.0893 -3.2452 1.9187
H -0.9705 -2.4544 1.1254
O -0.4453 -3.3073 1.0983
H 2.5312 -1.9280 -0.1512
H 3.4971 -0.7134 -0.2584
O 3.3104 -1.4828 0.3024
H 0.6602 -3.0088 -0.2421
H 0.5986 -2.0334 -1.4157
O 1.2300 -2.6280 -0.9402
H -2.3046 1.5899 -2.0185
H -2.5235 1.9496 -0.5536
O -3.0619 1.6517 -1.3025
H -3.2733 -0.1158 -1.0256
H -2.6494 -1.0416 0.0699
O -3.0863 -1.0677 -0.8192
H 0.1267 2.1062 -2.3816
H -1.1466 1.4675 -3.8492
O -1.0854 1.4024 -2.8844
H -0.7213 -0.0443 -2.5049
H -1.5807 -1.1612 -1.7622
O -0.6588 -0.9822 -2.0734
H 2.1540 -1.4471 3.1302
H 2.9949 -0.9436 1.9486
O 2.7563 -0.7540 2.8931



(2)
35
Properties=species:S:1:pos:R:3 method="wB97M-V/def2-TZVPD" max_force_ha_per_bohr=0.0677 total_charge=+1 total_energy_ha=-672.7475 e_above_lowest_ev=1.6814 homo_energy_ha=-0.5082 lumo_ev=-2.48 homo_lumo_gap_ev=11.35
C -1.1840 1.5554 0.2362
C -2.1014 0.5250 0.9495
C -3.4774 0.7378 0.4149
C -1.4437 -0.8936 0.8410
N 0.2311 1.7030 0.7890
H -1.0640 1.1424 -0.8120
H -1.6337 2.5277 0.2460
H -2.1299 0.7165 2.0372
H -4.1486 -0.1787 0.4928
H -4.0473 1.3088 1.1664
H -3.5554 1.0744 -0.5984
H -2.1990 -1.5306 0.3327
H -1.1435 -1.3919 1.7493
H -0.5742 -0.8752 0.1892
H 0.6926 2.2970 0.0990
H 0.2273 1.9626 1.7979
H 0.7158 0.7980 0.7807
H 3.1113 -2.7386 1.6469
H 3.9301 -3.4084 0.4089
O 3.1383 -2.9320 0.7088
H 1.3567 1.3017 -2.5562
H 2.0834 2.6423 -2.6406
O 1.4605 2.1445 -2.0985
H -0.5554 -0.8696 -4.1755
H 0.8097 -0.1123 -4.8034
O 0.1327 -0.2047 -4.1343
H 2.8591 0.0808 -0.1628
H 3.0044 -1.1110 0.7271
O 2.5890 -0.2252 0.7122
H -1.2647 2.0619 4.2782
H -0.4379 0.5959 4.0492
O -0.6438 1.5007 3.8227
H 1.0974 -3.6864 -2.4517
H 2.2900 -3.4073 -1.6042
O 1.8747 -3.1109 -2.4380



(3)
37
Properties=species:S:1:pos:R:3 method="wB97M-V/def2-TZVPD" max_force_ha_per_bohr=0.0862 total_charge=-1 total_energy_ha=-823.4650 e_above_lowest_ev=3.1499 homo_energy_ha=-0.2211 lumo_ev=3.12 homo_lumo_gap_ev=9.13
C 1.8011 -2.2427 1.5061
C 1.9920 -1.0868 0.6079
C 0.9255 0.0049 0.9279
C 1.1456 0.5931 2.2669
O 0.0225 1.4041 2.4955
N 1.8997 -1.4086 -0.8399
H 2.4447 -2.1793 2.4392
H 2.1840 -3.1863 1.0337
H 0.7279 -2.4972 1.7850
H 2.9777 -0.6112 0.8973
H -0.0541 -0.2776 0.6363
H 0.7950 0.8078 0.0294
H 2.0908 1.1513 2.3247
H 1.4085 -0.0027 3.1508
H 1.5219 -0.5021 -1.3985
H 1.0993 -1.9789 -0.9666
H -0.6782 2.6528 -2.3709
H -0.9598 3.6184 -1.3237
O -1.2018 3.4170 -2.1885
H -0.8060 0.9537 2.2165
H -2.7629 -0.5181 2.2950
O -1.9301 -0.4775 1.9362
H -2.2968 -2.3550 -0.7330
H -2.1908 -0.7079 -0.8836
O -1.9843 -1.7732 -1.4397
H 0.3417 -1.7510 -3.3065
H -1.1422 -1.7990 -2.6686
O -0.6097 -1.6604 -3.5165
H 1.3734 2.7391 0.1577
H 0.1990 3.1516 0.9261
O 1.0811 3.5380 0.5108
H -0.9267 0.5386 -2.9258
H -0.9260 0.3879 -1.3663
O -0.2884 0.6808 -2.1301
H -2.8810 1.0137 -0.6282
H -2.1512 -0.0673 0.8802
O -2.2415 0.4298 -0.3366



(4)
37
Properties=species:S:1:pos:R:3 method="wB97M-V/def2-TZVPD" max_force_ha_per_bohr=0.0522 total_charge=+1 total_energy_ha=-823.2401 e_above_lowest_ev=0.5701 homo_energy_ha=-0.5099 lumo_ev=-2.70 homo_lumo_gap_ev=11.18
C -2.0829 0.7624 0.8734
O -3.2125 0.8180 1.7235
C -0.9887 -0.2418 1.2377
C -0.1821 0.2910 2.4845
C 0.6993 1.4709 2.1767
O 0.6953 -0.8473 2.6863
N -0.0599 -0.4190 0.0671
H -2.4946 0.5595 -0.1119
H -1.5801 1.7344 0.9034
H -2.9617 0.6205 2.6313
H -1.2508 -1.2544 1.5265
H -0.8836 0.4005 3.3051
H 1.2385 1.3233 1.2448
H 1.4438 1.6459 2.9498
H 0.1116 2.3916 2.1474
H 0.8284 -1.0447 3.6170
H 0.8341 -0.7123 0.4845
H -0.0236 0.3813 -0.5778
H -0.4707 -1.1733 -0.4938
H 0.9202 2.4106 -1.9630
H 1.6062 2.7204 -0.5793
O 1.0670 2.0959 -1.0682
H 2.6592 -3.0037 0.2841
H 3.2928 -1.8358 0.9252
O 2.4811 -2.0762 0.4751
H -2.6162 1.3761 -2.4649
H -1.5102 0.7412 -3.4726
O -1.9345 0.7153 -2.6111
H -3.2720 -2.2767 -1.1441
H -2.4670 -1.0426 -1.6256
O -2.4342 -1.8105 -1.0409
H 0.0907 -0.7257 -3.5269
H 1.4411 -0.4103 -2.7368
O 0.8897 -0.1996 -3.4953
H 2.6845 -1.4569 -1.5119
H 4.0368 -0.8712 -1.3129
O 3.4051 -1.0566 -2.0064